{"formula": "C25H24BN5OPTi", "method": "ωB97M-V/def2-TZVPD", "species": ["Ti", "B", "N", "C", "C", "C", "N", "N", "C", "C", "C", "N", "H", "H", "H", "H", "H", "H", "H", "H", "O", "N", "C", "C", "C", "C", "C", "C", "C", "P", "C", "C", "C", "C", "C", "C", "C", "C", "C", "C", "C", "C", "H", "H", "H", "H", "H", "H", "H", "H", "H", "H", "H", "H", "H", "H", "H", "H"], "positions_angstrom": [[10.05, 8.27, 10.26], [10.53, 6.37, 7.18], [9.22, 6.78, 7.97], [7.99, 6.54, 7.34], [7.01, 6.24, 8.28], [7.71, 6.27, 9.51], [8.99, 6.68, 9.37], [11.66, 7.09, 7.94], [13.01, 7.02, 7.72], [13.68, 8.06, 8.47], [12.64, 8.88, 8.92], [11.42, 8.28, 8.69], [10.40, 6.64, 6.06], [10.66, 5.17, 7.38], [7.93, 6.72, 6.31], [5.99, 5.94, 8.16], [7.29, 6.23, 10.53], [13.43, 6.23, 7.13], [14.69, 8.21, 8.66], [12.62, 9.82, 9.49], [10.99, 7.44, 11.56], [9.09, 9.76, 10.29], [8.52, 9.72, 11.52], [7.53, 10.70, 11.74], [6.99, 10.93, 13.03], [6.34, 12.10, 13.25], [6.26, 13.13, 12.26], [6.84, 12.88, 11.01], [7.47, 11.67, 10.71], [8.44, 11.33, 9.30], [9.86, 12.42, 9.19], [10.21, 13.17, 10.30], [11.37, 13.95, 10.37], [12.11, 13.99, 9.20], [11.71, 13.38, 7.98], [10.57, 12.55, 8.02], [7.56, 11.25, 7.73], [7.00, 10.03, 7.16], [5.96, 10.08, 6.22], [5.56, 11.32, 5.66], [6.24, 12.45, 6.06], [7.21, 12.46, 7.08], [11.13, 7.02, 12.44], [8.91, 9.15, 12.39], [7.04, 10.16, 13.81], [5.87, 12.22, 14.24], [5.75, 14.08, 12.42], [6.85, 13.72, 10.30], [9.56, 13.24, 11.18], [11.64, 14.60, 11.20], [12.99, 14.65, 9.07], [12.22, 13.58, 7.04], [10.25, 12.03, 7.10], [7.36, 9.06, 7.49], [5.52, 9.15, 5.96], [4.81, 11.35, 4.82], [6.00, 13.42, 5.61], [7.69, 13.40, 7.34]], "nbo_charge": [1.819, 0.160, -0.316, 0.082, -0.316, 0.045, -0.403, -0.271, 0.122, -0.271, -0.003, -0.417, -0.002, 0.006, 0.254, 0.278, 0.237, 0.272, 0.272, 0.232, -0.867, -0.829, 0.206, -0.132, -0.092, -0.163, -0.067, -0.085, -0.410, 1.762, -0.516, -0.103, -0.215, -0.109, -0.185, -0.153, -0.503, -0.092, -0.203, -0.102, -0.199, -0.141, 0.556, 0.287, 0.265, 0.279, 0.277, 0.249, 0.215, 0.270, 0.261, 0.266, 0.249, 0.211, 0.248, 0.277, 0.264, 0.243], "charge": 3, "e_homo_ev": -17.03, "energy_ha": -2530.74429, "e_above_lowest_kj_mol": 0.0}

***

{"formula": "C25H24BrCrNO2", "method": "ωB97M-V/def2-TZVPD", "species": ["C", "C", "C", "H", "C", "C", "H", "H", "H", "H", "Cr", "Br", "C", "C", "C", "H", "C", "C", "H", "H", "H", "H", "C", "C", "C", "C", "C", "C", "N", "C", "C", "C", "C", "C", "C", "C", "O", "O", "C", "C", "H", "H", "H", "H", "H", "H", "H", "H", "H", "H", "H", "H", "H", "H"], "positions_angstrom": [[-1.62, 5.20, 0.49], [-0.52, 5.20, 1.41], [0.61, 4.52, 0.70], [-0.75, 5.30, 2.50], [0.07, 4.06, -0.58], [-1.24, 4.58, -0.72], [-1.80, 4.67, -1.67], [-2.62, 5.64, 0.65], [1.48, 4.04, 1.18], [0.43, 3.39, -1.36], [-0.83, 3.17, 1.28], [-1.11, 0.99, 2.77], [-3.12, -0.51, -1.10], [-3.14, 0.57, -2.07], [-3.94, 1.67, -1.52], [-2.30, 0.83, -2.76], [-4.40, 1.24, -0.22], [-3.92, -0.09, 0.03], [-3.79, -0.42, 1.08], [-2.25, -1.20, -1.00], [-3.72, 2.77, -1.73], [-4.61, 2.00, 0.59], [-1.24, -4.60, -0.15], [-0.55, -3.68, 0.85], [-1.02, -3.67, 2.17], [-0.49, -2.77, 3.08], [0.44, -1.84, 2.66], [0.88, -1.78, 1.34], [1.60, -0.68, 0.92], [2.67, -0.58, 0.02], [3.88, -1.21, 0.26], [4.95, -1.03, -0.60], [4.83, -0.22, -1.72], [3.60, 0.42, -2.01], [2.51, 0.24, -1.13], [1.09, 0.81, -1.43], [1.13, 1.85, -2.15], [0.09, 0.24, -0.92], [0.48, -2.80, 0.44], [0.94, -2.86, -1.00], [-1.76, -4.01, -0.95], [-0.52, -5.30, -0.64], [-2.01, -5.20, 0.39], [-1.81, -4.35, 2.45], [-0.81, -2.80, 4.10], [0.84, -1.11, 3.33], [1.30, 0.20, 1.31], [3.91, -1.78, 1.17], [5.87, -1.50, -0.33], [5.68, -0.05, -2.37], [3.45, 1.05, -2.89], [0.27, -2.25, -1.66], [1.96, -2.46, -1.10], [0.91, -3.90, -1.38]], "mulliken_spin": [-0.057, -0.030, 0.006, 0.025, -0.031, 0.014, -0.006, 0.009, 0.059, 0.008, 3.976, 0.039, 0.001, 0.000, 0.011, -0.002, 0.006, -0.005, 0.002, 0.000, 0.000, 0.002, 0.000, 0.000, -0.001, -0.003, 0.012, -0.010, 0.019, 0.008, -0.002, 0.000, 0.000, 0.003, -0.009, -0.019, -0.001, -0.019, 0.001, 0.000, 0.000, 0.000, 0.000, 0.000, 0.000, 0.000, -0.006, 0.000, 0.000, 0.000, 0.000, 0.000, 0.000, 0.000], "charge": -2, "e_homo_ev": [0.06, 0.06], "energy_ha": -4790.66916, "multiplicity": 5, "e_above_lowest_kj_mol": 128.5}

***

{"formula": "C25H24BrN3O4", "method": "ωB97M-V/def2-TZVPD", "species": ["C", "C", "C", "C", "C", "C", "O", "C", "C", "O", "N", "C", "C", "O", "N", "N", "C", "C", "C", "C", "Br", "C", "C", "C", "O", "C", "C", "C", "C", "C", "C", "C", "C", "H", "H", "H", "H", "H", "H", "H", "H", "H", "H", "H", "H", "H", "H", "H", "H", "H", "H", "H", "H", "H", "H", "H", "H"], "positions_angstrom": [[1.56, -3.65, 1.39], [0.48, -2.74, 1.89], [0.70, -1.39, 2.10], [-0.34, -0.56, 2.50], [-1.61, -1.07, 2.68], [-1.84, -2.43, 2.49], [-3.08, -3.01, 2.69], [-4.15, -2.41, 1.99], [-3.89, -2.52, 0.48], [-3.99, -1.58, -0.28], [-3.48, -3.74, 0.11], [-2.95, -4.02, -1.20], [-1.47, -3.62, -1.26], [-0.56, -4.41, -1.28], [-1.32, -2.26, -1.22], [-0.11, -1.70, -1.10], [-0.03, -0.45, -0.89], [1.26, 0.18, -0.72], [2.43, -0.57, -0.84], [3.65, 0.02, -0.64], [5.24, -1.02, -0.79], [3.75, 1.37, -0.31], [2.60, 2.12, -0.18], [1.34, 1.54, -0.38], [0.17, 2.21, -0.25], [0.17, 3.57, 0.10], [0.77, 4.48, -0.94], [0.74, 4.13, -2.29], [1.28, 4.97, -3.24], [1.86, 6.17, -2.86], [1.88, 6.53, -1.53], [1.35, 5.69, -0.57], [-0.80, -3.25, 2.10], [2.52, -3.13, 1.37], [1.31, -3.98, 0.38], [1.65, -4.53, 2.02], [1.69, -0.98, 1.96], [-0.16, 0.49, 2.65], [-2.42, -0.42, 2.99], [-4.30, -1.36, 2.25], [-5.05, -2.98, 2.26], [-3.29, -4.41, 0.85], [-3.04, -5.09, -1.41], [-3.53, -3.45, -1.94], [-2.16, -1.67, -1.16], [-0.91, 0.18, -0.81], [2.34, -1.62, -1.10], [4.71, 1.82, -0.15], [2.69, 3.17, 0.07], [-0.89, 3.82, 0.23], [0.68, 3.71, 1.07], [0.29, 3.19, -2.58], [1.26, 4.69, -4.28], [2.28, 6.83, -3.61], [2.33, 7.47, -1.23], [1.37, 5.97, 0.47], [-0.98, -4.31, 1.95]], "nbo_charge": [-0.645, 0.006, -0.226, -0.193, -0.285, 0.270, -0.518, -0.151, 0.659, -0.643, -0.599, -0.319, 0.663, -0.585, -0.466, -0.208, 0.044, -0.153, -0.195, -0.089, 0.046, -0.217, -0.299, 0.392, -0.508, -0.084, -0.086, -0.155, -0.215, -0.213, -0.202, -0.212, -0.224, 0.215, 0.256, 0.218, 0.217, 0.214, 0.217, 0.199, 0.214, 0.414, 0.233, 0.232, 0.406, 0.187, 0.255, 0.230, 0.229, 0.213, 0.184, 0.212, 0.216, 0.216, 0.215, 0.210, 0.211], "e_homo_ev": -8.24, "energy_ha": -4006.31022, "smiles": "Cc1cccc(OCC(=O)NCC(=O)N/N=C/c2cc(Br)ccc2OCc2ccccc2)c1", "e_above_lowest_kj_mol": 301.5}

***

{"formula": "C25H24Cl5GeN2O3SeSn", "method": "ωB97M-V/def2-TZVPD", "species": ["Sn", "O", "C", "C", "C", "C", "C", "C", "C", "O", "N", "N", "C", "C", "C", "C", "C", "C", "C", "O", "H", "H", "H", "H", "H", "H", "H", "H", "H", "H", "Cl", "C", "C", "C", "Cl", "C", "Cl", "C", "Cl", "C", "Cl", "C", "Ge", "C", "C", "C", "Se", "C", "H", "H", "H", "H", "H", "H", "H", "H", "H", "H", "H", "H", "H", "H"], "positions_angstrom": [[1.64, -0.29, 0.09], [1.84, 4.16, -0.78], [1.05, 4.48, 0.26], [0.56, 5.79, 0.29], [-0.26, 6.21, 1.31], [-0.63, 5.34, 2.34], [-0.15, 4.05, 2.33], [0.70, 3.59, 1.30], [1.15, 2.20, 1.33], [1.81, 1.75, 0.26], [0.88, 1.45, 2.35], [1.37, 0.17, 2.16], [1.46, -0.64, 3.15], [2.04, -1.94, 3.06], [1.94, -2.79, 4.18], [2.52, -4.03, 4.18], [3.24, -4.45, 3.05], [3.37, -3.63, 1.95], [2.77, -2.37, 1.92], [2.94, -1.62, 0.83], [2.11, 3.23, -0.69], [0.85, 6.45, -0.52], [-0.63, 7.22, 1.30], [-1.27, 5.67, 3.13], [-0.41, 3.36, 3.12], [1.11, -0.27, 4.12], [1.40, -2.44, 5.05], [2.43, -4.68, 5.04], [3.71, -5.42, 3.05], [3.93, -3.95, 1.08], [0.72, -3.02, -1.03], [1.57, -2.12, -2.25], [2.04, -0.85, -1.93], [2.70, -0.12, -2.90], [3.30, 1.45, -2.52], [2.89, -0.64, -4.18], [3.71, 0.28, -5.38], [2.42, -1.92, -4.49], [2.64, -2.56, -6.05], [1.75, -2.67, -3.52], [1.15, -4.23, -3.88], [-4.37, 0.88, -1.32], [-3.96, -0.96, -0.84], [-4.75, -2.22, -2.10], [-4.41, -1.34, 1.02], [-1.98, -1.23, -0.96], [-1.02, 0.28, -0.22], [-0.76, 1.30, -1.85], [-5.42, 1.08, -1.13], [-4.18, 1.07, -2.38], [-3.79, 1.59, -0.72], [-5.84, -2.14, -2.07], [-4.48, -3.25, -1.85], [-4.42, -2.00, -3.12], [-5.44, -1.07, 1.23], [-3.77, -0.76, 1.69], [-4.28, -2.40, 1.24], [-1.62, -1.39, -1.97], [-1.70, -2.10, -0.36], [-1.75, 1.49, -2.26], [-0.15, 0.73, -2.55], [-0.27, 2.24, -1.59]], "nbo_charge": [2.027, -0.678, 0.430, -0.296, -0.140, -0.252, -0.125, -0.275, 0.572, -0.863, -0.379, -0.454, 0.213, -0.265, -0.119, -0.247, -0.129, -0.293, 0.452, -0.852, 0.507, 0.236, 0.226, 0.227, 0.235, 0.222, 0.221, 0.233, 0.230, 0.236, 0.057, 0.045, -0.559, 0.044, 0.063, -0.125, 0.105, -0.057, 0.111, -0.133, 0.096, -1.100, 1.611, -1.083, -1.090, -1.018, 0.497, -0.777, 0.254, 0.235, 0.233, 0.249, 0.241, 0.239, 0.250, 0.234, 0.239, 0.244, 0.252, 0.253, 0.233, 0.260], "charge": 1, "e_homo_ev": -10.93, "energy_ha": -8295.69977, "e_above_lowest_kj_mol": 51.6}

***

Q: Number 3 is which compound?
A: C25H24BrN3O4

***

Please write out number 3 again, unchanged.
{"formula": "C25H24BrN3O4", "method": "ωB97M-V/def2-TZVPD", "species": ["C", "C", "C", "C", "C", "C", "O", "C", "C", "O", "N", "C", "C", "O", "N", "N", "C", "C", "C", "C", "Br", "C", "C", "C", "O", "C", "C", "C", "C", "C", "C", "C", "C", "H", "H", "H", "H", "H", "H", "H", "H", "H", "H", "H", "H", "H", "H", "H", "H", "H", "H", "H", "H", "H", "H", "H", "H"], "positions_angstrom": [[1.56, -3.65, 1.39], [0.48, -2.74, 1.89], [0.70, -1.39, 2.10], [-0.34, -0.56, 2.50], [-1.61, -1.07, 2.68], [-1.84, -2.43, 2.49], [-3.08, -3.01, 2.69], [-4.15, -2.41, 1.99], [-3.89, -2.52, 0.48], [-3.99, -1.58, -0.28], [-3.48, -3.74, 0.11], [-2.95, -4.02, -1.20], [-1.47, -3.62, -1.26], [-0.56, -4.41, -1.28], [-1.32, -2.26, -1.22], [-0.11, -1.70, -1.10], [-0.03, -0.45, -0.89], [1.26, 0.18, -0.72], [2.43, -0.57, -0.84], [3.65, 0.02, -0.64], [5.24, -1.02, -0.79], [3.75, 1.37, -0.31], [2.60, 2.12, -0.18], [1.34, 1.54, -0.38], [0.17, 2.21, -0.25], [0.17, 3.57, 0.10], [0.77, 4.48, -0.94], [0.74, 4.13, -2.29], [1.28, 4.97, -3.24], [1.86, 6.17, -2.86], [1.88, 6.53, -1.53], [1.35, 5.69, -0.57], [-0.80, -3.25, 2.10], [2.52, -3.13, 1.37], [1.31, -3.98, 0.38], [1.65, -4.53, 2.02], [1.69, -0.98, 1.96], [-0.16, 0.49, 2.65], [-2.42, -0.42, 2.99], [-4.30, -1.36, 2.25], [-5.05, -2.98, 2.26], [-3.29, -4.41, 0.85], [-3.04, -5.09, -1.41], [-3.53, -3.45, -1.94], [-2.16, -1.67, -1.16], [-0.91, 0.18, -0.81], [2.34, -1.62, -1.10], [4.71, 1.82, -0.15], [2.69, 3.17, 0.07], [-0.89, 3.82, 0.23], [0.68, 3.71, 1.07], [0.29, 3.19, -2.58], [1.26, 4.69, -4.28], [2.28, 6.83, -3.61], [2.33, 7.47, -1.23], [1.37, 5.97, 0.47], [-0.98, -4.31, 1.95]], "nbo_charge": [-0.645, 0.006, -0.226, -0.193, -0.285, 0.270, -0.518, -0.151, 0.659, -0.643, -0.599, -0.319, 0.663, -0.585, -0.466, -0.208, 0.044, -0.153, -0.195, -0.089, 0.046, -0.217, -0.299, 0.392, -0.508, -0.084, -0.086, -0.155, -0.215, -0.213, -0.202, -0.212, -0.224, 0.215, 0.256, 0.218, 0.217, 0.214, 0.217, 0.199, 0.214, 0.414, 0.233, 0.232, 0.406, 0.187, 0.255, 0.230, 0.229, 0.213, 0.184, 0.212, 0.216, 0.216, 0.215, 0.210, 0.211], "e_homo_ev": -8.24, "energy_ha": -4006.31022, "smiles": "Cc1cccc(OCC(=O)NCC(=O)N/N=C/c2cc(Br)ccc2OCc2ccccc2)c1", "e_above_lowest_kj_mol": 301.5}